*A*
10
Properties=species:S:1:pos:R:3:mulliken_charge:R:1 method="wB97M-V/def2-TZVPD" homo_lumo_gap_ev="8.3 / 8.3" e_homo_ha="-0.3479 / -0.3478" lumo_energy_ev="-1.1711 / -1.1718"
S -0.041 -0.537 2.216 0.6553
S 1.527 0.901 0.678 -0.2391
O -0.177 -1.639 1.283 -0.4125
O -1.080 0.466 2.369 -0.4393
C 0.041 -0.086 -1.423 -0.9564
C 0.155 0.567 -0.101 -0.0935
H 1.045 -0.293 -1.688 0.3222
H -0.131 0.684 -2.242 0.3197
H -0.563 -0.956 -1.290 0.2906
H -0.775 0.893 0.198 0.5529


*B*
10
Properties=species:S:1:pos:R:3:mulliken_charge:R:1 method="wB97M-V/def2-TZVPD" smiles="COOC(=S)S" homo_lumo_gap_ev=8.8 e_homo_ha=-0.3328 lumo_energy_ev=-0.2409
S 0.618 2.504 1.858 -0.2440
S 1.337 1.459 -0.989 -0.1835
O -0.600 0.637 0.561 -0.1184
O -0.105 -0.532 -0.180 -0.2062
C -0.865 -1.687 -0.254 -0.5687
C 0.362 1.548 0.582 0.3742
H -1.963 -1.521 -0.305 0.2733
H -0.617 -2.043 -1.206 0.2800
H -0.685 -2.443 0.621 0.2270
H 2.518 2.078 -0.689 0.1662


*A* has the most favorable energy; the next structure is 0.0786 hartree above.


*A*
22
Properties=species:S:1:pos:R:3:mulliken_charge:R:1 method="wB97M-V/def2-TZVPD" total_charge=+1 homo_lumo_gap_ev=11.0 e_homo_ha=-0.5031 lumo_energy_ev=-2.7394
O -0.957 0.474 0.547 -0.5856
N 1.539 -1.862 0.427 -0.3034
N 0.139 -1.108 -1.201 -0.3205
N 1.949 0.203 -0.588 -0.4410
N -3.175 0.806 0.677 -0.3998
C 2.836 -1.837 1.121 -0.9491
C -1.961 2.266 -0.781 -1.0655
C 1.168 -0.860 -0.420 0.5983
C -1.944 1.095 0.173 0.7060
H 2.446 0.500 0.240 0.2481
H -0.500 -1.857 -0.994 0.2453
H -3.179 0.059 1.351 0.2473
H 1.562 1.024 -1.033 0.2655
H -2.025 3.190 -0.204 0.3370
H 2.872 -2.806 1.610 0.3213
H -1.116 2.238 -1.464 0.2271
H 2.917 -0.973 1.783 0.3856
H 0.792 -2.046 1.088 0.3029
H -2.867 2.347 -1.386 0.3879
H 3.711 -1.816 0.472 0.3627
H -3.964 1.319 0.335 0.1946
H -0.243 -0.358 -1.753 0.2352


*B*
22
Properties=species:S:1:pos:R:3:mulliken_charge:R:1 method="wB97M-V/def2-TZVPD" total_charge=+1 homo_lumo_gap_ev=9.9 e_homo_ha=-0.4733 lumo_energy_ev=-2.9925
O 0.053 1.660 0.180 -0.6159
N 0.818 -2.733 0.967 -0.4752
N -0.808 -1.956 -0.363 -0.1736
N 0.288 3.539 -0.990 -0.3832
N -0.824 -1.361 1.990 -0.4203
C -0.307 -1.966 0.898 0.7420
C 2.053 1.964 -1.195 -1.0598
C -2.101 -1.411 -0.693 -0.8462
C 0.780 2.343 -0.523 0.6883
H 0.870 -3.380 1.725 0.2344
H -2.810 -2.226 -1.013 0.3348
H -1.375 -0.486 1.983 0.2719
H 0.866 3.971 -1.681 0.1843
H -0.228 -1.352 2.861 0.2841
H 2.851 2.727 -1.183 0.3486
H -2.462 -0.559 -0.081 0.2766
H 2.554 1.121 -0.624 0.2750
H -2.011 -1.092 -1.767 0.2992
H -0.110 -2.090 -1.093 0.2612
H 1.352 -3.081 0.158 0.2096
H 2.069 1.396 -2.115 0.3413
H -0.639 3.902 -0.982 0.2228


*C*
22
Properties=species:S:1:pos:R:3:mulliken_charge:R:1 method="wB97M-V/def2-TZVPD" total_charge=+1 homo_lumo_gap_ev=10.1 e_homo_ha=-0.4774 lumo_energy_ev=-2.8698
O -0.259 -0.989 -1.172 -0.5893
N 0.503 -0.688 1.932 -0.1563
N -0.891 0.916 -2.033 -0.3004
N -0.214 1.556 1.666 -0.3470
N 1.931 1.000 2.447 -0.3275
C -0.432 -0.948 -3.671 -1.1013
C -0.669 -0.467 -2.242 0.7094
C -0.710 -1.206 1.267 -1.3403
C 0.752 0.622 1.954 0.6519
H -1.325 1.625 -2.597 0.1986
H 0.047 -1.958 -3.629 0.3046
H -0.664 -2.252 1.225 0.4043
H -0.908 1.334 1.000 0.1987
H 1.300 -1.229 1.623 0.3310
H -0.293 2.445 2.089 0.2031
H 2.735 0.449 2.325 0.1934
H 0.395 -0.466 -4.002 0.3823
H -0.825 -1.017 0.128 0.4274
H -1.506 -0.920 1.890 0.4594
H 2.037 1.844 2.939 0.2059
H -0.633 1.353 -1.167 0.1212
H -1.227 -0.795 -4.372 0.3710


*A* has the most favorable energy; the next structure is 0.0449 hartree above.